221
Properties=species:S:1:pos:R:3:forces:R:3 method="wB97M-V/def2-TZVPD" e_homo_ha=-0.30862 relative_energy_kj_mol=492.7 gap_ha=0.31993 total_energy_ev=-102221.0013 lumo_energy_ha=0.0113
C 22.271610 15.731030 13.834250 -0.45 0.41 -0.94
C 21.816380 16.084670 15.243000 -0.10 -0.84 -2.82
C 20.646520 17.072530 15.102950 0.76 -0.64 0.75
O 21.139000 18.248890 14.543130 0.00 1.28 -1.08
C 20.652510 18.619540 13.237630 -0.76 -0.27 1.06
N 21.438360 14.822860 15.847300 -0.03 0.65 1.35
H 21.399700 15.371990 13.287470 -0.22 -0.40 -0.01
H 23.018500 14.940540 13.760770 0.19 0.28 0.24
H 22.522990 16.620300 13.256220 0.64 -0.03 0.12
H 22.674700 16.552370 15.725340 -0.29 0.03 0.59
H 20.287690 17.178160 16.126760 -0.19 0.92 0.31
H 19.774110 16.700320 14.565860 0.19 -0.39 -0.35
H 21.160950 18.138230 12.402210 0.26 -0.01 0.13
H 20.649220 19.704490 13.132910 0.58 -0.03 0.13
H 19.593220 18.369320 13.179420 -0.17 -0.28 -0.14
H 20.535880 14.534780 15.497110 -0.12 -0.26 -0.65
H 21.184450 15.157310 16.765870 0.12 -0.72 0.77
C 13.752260 16.714770 10.207660 0.12 0.56 0.99
C 13.664150 16.006590 11.581840 -1.37 1.50 -1.66
C 12.199530 16.120050 12.100760 0.34 -0.04 0.51
O 12.086650 15.422870 13.338260 1.43 -0.21 0.19
C 10.844770 15.044870 13.840610 -1.04 0.02 -0.04
N 14.034420 14.660320 11.379250 -1.22 -2.39 0.85
H 13.036930 16.298130 9.498580 -0.16 -0.22 0.17
H 14.740430 16.587660 9.765550 0.09 0.16 0.15
H 13.509340 17.770420 10.328910 0.20 0.12 -0.23
H 14.376610 16.315620 12.346690 -0.27 1.04 -0.02
H 11.530490 15.660460 11.373250 -0.13 0.09 -0.29
H 11.939300 17.165970 12.263310 -0.16 0.21 -0.12
H 10.833420 14.918930 14.923250 0.67 0.39 0.14
H 10.506880 14.067370 13.496480 0.00 -0.07 -0.63
H 10.092250 15.800270 13.614390 -0.25 0.01 -0.13
H 13.560310 14.206940 10.611280 0.02 0.41 -0.88
H 13.439460 14.312220 12.117460 0.64 -1.56 0.99
C 16.079410 13.039100 9.065440 -0.36 0.68 0.38
C 16.661440 11.844870 9.824620 -1.02 0.68 0.60
C 15.637200 10.713480 10.072800 0.50 1.47 -1.20
O 15.063880 10.416860 8.802170 0.01 0.24 0.77
C 13.792260 9.801080 8.862960 1.46 -1.05 -0.11
N 17.814310 11.467480 9.041780 -0.27 -1.14 0.20
H 16.864010 13.787930 8.956940 0.04 -0.15 -0.20
H 15.282880 13.616470 9.534770 -0.16 -0.48 0.34
H 15.712660 12.746650 8.081540 0.25 -0.12 -0.01
H 16.924850 12.081920 10.855400 0.49 0.61 0.11
H 14.947040 11.181510 10.774740 -0.68 -0.39 0.05
H 16.150550 9.872430 10.538850 -0.17 -0.39 -0.07
H 13.048070 10.421430 9.362410 -0.22 0.06 -0.38
H 13.930340 8.864430 9.403070 -0.42 -0.18 0.45
H 13.629350 9.469000 7.837640 -0.81 0.52 0.02
H 17.307970 10.857350 8.416100 0.52 -0.17 -1.35
H 18.289920 10.773320 9.600380 0.70 -0.27 0.28
C 15.285340 9.220600 14.168030 -0.56 1.20 -0.73
C 16.087750 10.503540 13.790410 0.53 -2.15 -0.12
C 15.355120 11.767580 13.862440 -1.29 2.28 0.53
O 14.773520 12.021010 15.131530 -1.08 0.78 1.20
C 14.058720 13.309100 15.253710 0.71 -1.26 -0.98
N 17.351030 10.465730 14.505780 0.01 0.87 -0.14
H 15.898020 8.380180 13.841820 -0.22 -0.21 0.31
H 14.338680 9.211230 13.627790 -0.06 -0.22 -0.29
H 14.987910 9.189300 15.216200 0.51 -0.04 0.09
H 16.340410 10.415040 12.733790 -0.09 -0.12 -0.28
H 14.599090 11.769900 13.077260 -0.49 -0.17 -0.12
H 15.925120 12.675850 13.666850 0.85 -0.22 -0.47
H 13.121760 13.280360 14.697500 -0.12 -0.19 -0.15
H 14.653790 14.107370 14.810140 0.17 0.02 0.07
H 13.811400 13.575620 16.281280 0.40 -0.54 0.10
H 17.201090 10.989970 15.355950 0.43 -0.29 0.50
H 17.553140 9.493100 14.688080 0.27 0.17 0.48
C 14.444030 18.584100 19.021460 -1.33 0.00 0.69
C 14.028050 18.157280 20.423370 1.42 0.99 1.52
C 14.598650 19.063880 21.587480 1.71 -1.37 -0.58
O 16.072790 19.032030 21.725020 -1.00 -0.40 0.12
C 16.651340 17.704930 21.966820 -0.27 1.56 -0.45
N 12.601470 18.268660 20.592060 -0.40 -0.43 -0.25
H 13.989710 19.558340 18.841040 0.68 0.62 0.13
H 13.811300 17.998810 18.354220 0.70 -0.65 -0.37
H 15.522890 18.534180 18.874280 -0.23 0.06 -0.30
H 14.386370 17.146960 20.620700 -0.34 -0.25 -0.10
H 14.204710 18.771520 22.560850 -0.24 -0.55 0.07
H 14.183560 20.061560 21.444560 0.86 0.43 -0.26
H 16.504530 17.110170 21.065260 0.19 -0.31 0.17
H 16.325910 17.182410 22.866360 -0.74 0.13 -0.01
H 17.707810 17.889610 22.161400 0.05 0.07 -0.42
H 12.333610 19.155790 20.190370 -0.34 0.30 -0.07
H 12.449180 18.356140 21.586670 -0.56 -0.14 0.15
C 20.308940 11.746110 11.240480 0.42 0.17 -0.94
C 20.725920 10.494410 10.391440 0.62 1.90 2.21
C 22.194680 10.189810 10.872900 -1.11 -0.19 -1.47
O 22.638030 9.168490 9.999350 0.87 -1.15 -0.49
C 23.746830 8.324680 10.404280 -0.95 1.03 1.07
N 19.798810 9.452030 10.707010 -0.23 -0.50 -0.46
H 19.276110 12.068150 11.107610 0.02 -0.19 -0.20
H 20.951760 12.577930 10.952440 -0.04 0.20 0.00
H 20.465690 11.621680 12.311950 0.04 -0.42 0.06
H 20.655820 10.659530 9.316300 0.36 0.33 0.05
H 22.119750 9.921040 11.926580 0.20 -0.44 0.17
H 22.819330 11.079400 10.791920 0.19 0.11 -0.05
H 23.386730 7.704620 11.225240 0.15 -0.14 0.23
H 24.548400 8.961640 10.778250 0.25 -0.08 -0.04
H 24.133800 7.644500 9.645520 -0.47 0.50 -0.47
H 20.088850 8.666000 10.142970 -0.18 -0.62 0.32
H 19.882990 9.245600 11.692090 -0.13 -0.39 0.13
C 13.916350 21.040050 16.228670 0.34 0.45 0.03
C 12.548840 21.695570 16.225420 -1.16 -0.35 -0.92
C 11.811680 21.630040 14.859950 0.99 0.58 -0.26
O 11.959450 20.364010 14.200100 -0.82 0.10 -0.18
C 11.016890 20.267340 13.116470 0.07 -0.36 0.53
N 11.694200 21.176710 17.246720 -0.27 -0.80 1.31
H 13.965250 20.020680 15.845780 -0.47 -0.04 -0.10
H 14.304580 21.009900 17.246740 0.03 0.16 -0.03
H 14.589940 21.639520 15.616280 0.15 -0.01 0.02
H 12.592360 22.746700 16.510600 0.61 0.29 -0.53
H 12.195450 22.415010 14.208300 0.33 0.06 -0.32
H 10.763320 21.903300 14.979840 -0.29 -0.36 0.29
H 11.175270 19.356700 12.538750 0.59 0.05 0.04
H 11.085490 21.138630 12.465140 -0.07 0.07 -0.07
H 9.998720 20.143140 13.485270 -0.16 0.41 0.26
H 10.769540 21.573080 17.157310 -0.11 -0.02 0.19
H 11.584740 20.173010 17.220080 -0.06 -0.06 0.08
C 20.273000 20.648720 16.025740 0.23 -0.64 0.97
C 20.671120 21.497210 17.252390 -1.16 1.10 -0.81
C 20.040350 20.982930 18.564000 -0.30 0.14 -0.66
O 18.638800 21.226860 18.463820 -0.18 -0.27 -0.60
C 17.821630 20.548510 19.404720 1.12 0.36 0.74
N 22.083740 21.658190 17.343430 1.95 -0.91 0.64
H 20.314620 19.611180 16.357230 -0.16 -0.16 -0.11
H 20.987620 20.660210 15.202760 0.03 0.51 0.10
H 19.265790 20.828610 15.649880 0.05 0.26 0.16
H 20.347630 22.526920 17.100230 -1.26 0.02 0.05
H 20.482440 21.463190 19.436930 -0.05 0.48 0.17
H 20.263990 19.926060 18.709290 -0.13 -0.41 -0.25
H 18.164990 20.893970 20.379840 -0.37 -0.14 0.47
H 17.960200 19.467370 19.398370 0.04 -0.26 -0.28
H 16.759320 20.772380 19.307290 0.24 0.24 -0.40
H 22.328950 22.415320 17.965300 -0.02 -0.01 0.14
H 22.522940 21.870050 16.458940 -0.19 -0.15 -0.13
C 21.060910 15.759860 9.956460 0.16 0.20 -0.64
C 19.617080 15.545180 9.471630 0.99 1.93 -0.70
C 19.050200 16.803280 8.574020 -0.57 -0.98 0.84
O 18.977400 18.096750 9.132800 0.90 0.52 0.82
C 18.304210 18.153240 10.366310 -0.25 -0.27 0.53
N 19.592670 14.407480 8.570320 -0.86 -0.22 -0.01
H 21.172900 16.636740 10.594150 -0.11 -0.06 0.10
H 21.764180 15.873030 9.131400 -0.17 0.28 -0.35
H 21.460390 14.879140 10.459300 -0.36 -0.08 0.44
H 19.037850 15.451150 10.390190 -0.56 -0.23 -0.21
H 18.000850 16.666080 8.313000 -0.26 -1.24 -0.17
H 19.576030 16.877330 7.622120 0.41 -0.08 0.29
H 18.611230 17.359610 11.047480 0.60 0.17 0.21
H 17.230090 17.967830 10.364880 -0.52 -0.08 -0.91
H 18.388400 19.144920 10.810810 0.46 0.00 -0.14
H 18.660210 14.020780 8.603490 -0.23 -0.10 -0.47
H 20.127370 13.610320 8.884530 0.49 0.16 0.32
C 15.145960 19.671540 12.150470 1.01 -0.47 0.38
C 15.166670 21.127770 12.483490 -0.18 0.23 -1.58
C 16.154960 21.872830 11.532880 0.97 0.63 0.14
O 17.548980 21.494890 11.389590 -0.43 -0.27 -1.00
C 18.416940 21.591860 12.480150 -0.92 -0.65 0.83
N 13.787470 21.646850 12.242080 0.94 0.71 0.75
H 16.146210 19.303160 12.378280 0.04 -0.59 -0.22
H 14.935300 19.529850 11.090450 0.00 -0.13 -0.01
H 14.417590 19.147780 12.769540 -0.06 -0.14 -0.03
H 15.468210 21.258590 13.522750 -0.27 0.29 0.08
H 16.194940 22.933500 11.780840 -0.50 0.20 0.12
H 15.836670 21.770290 10.495440 -0.45 0.02 0.10
H 18.059710 20.786790 13.122290 0.50 0.11 1.02
H 18.400480 22.556260 12.987850 -0.27 0.19 0.11
H 19.460650 21.382640 12.245650 -0.22 -0.03 -0.68
H 13.213580 21.112530 12.878680 -0.15 0.04 0.19
H 13.462150 21.384230 11.322690 0.29 -0.05 -0.35
C 9.115540 18.233220 16.426160 0.19 0.65 -1.16
C 10.247350 17.622000 17.212700 -0.94 -1.86 0.65
C 11.517690 17.541180 16.359000 0.84 0.96 0.03
O 12.578290 16.667410 16.794620 -0.79 -0.34 0.21
C 13.725320 16.632940 15.946730 -0.19 0.89 -0.46
N 10.364710 18.309390 18.501900 1.38 0.44 -0.33
H 8.182800 18.400410 16.964810 0.20 -0.29 0.24
H 8.910940 17.704070 15.495440 -0.17 -0.43 0.11
H 9.436770 19.208870 16.061430 0.06 0.40 0.17
H 9.962730 16.613100 17.511390 -0.05 -0.61 -0.68
H 11.882400 18.568180 16.340070 0.51 0.25 -0.07
H 11.284810 17.365650 15.308730 -0.27 -0.46 -0.07
H 14.202950 17.612100 15.911950 0.15 0.27 0.28
H 13.493590 16.423440 14.902450 -0.44 -0.28 -0.02
H 14.480760 15.911960 16.259150 -0.42 0.00 0.51
H 9.762130 17.880280 19.189560 -0.50 0.01 -0.14
H 11.263850 18.000000 18.842380 0.44 0.25 0.48
C 18.326300 14.581770 13.640480 -0.52 0.53 -0.11
C 17.049040 15.305500 13.274240 -1.50 0.46 -0.09
C 16.895180 16.796220 13.683200 0.10 -1.00 -0.67
O 17.023410 16.983330 15.068520 0.46 1.28 0.36
C 16.947850 18.383760 15.425270 -0.65 -0.64 0.63
N 16.777830 15.153620 11.838780 1.25 0.94 -0.21
H 18.177880 13.606670 13.176520 0.56 -0.36 0.45
H 18.435210 14.538010 14.724140 0.02 -0.35 -0.03
H 19.210760 15.058160 13.217530 -0.03 0.00 -0.17
H 16.192400 14.762490 13.673530 0.14 -0.02 1.26
H 15.917600 17.184740 13.397750 -0.24 -0.13 -0.33
H 17.628310 17.333170 13.081280 0.35 0.43 0.17
H 17.041510 18.461370 16.508460 0.79 -0.18 0.02
H 15.954540 18.821600 15.326590 -0.47 -0.29 -0.78
H 17.625820 19.055010 14.898130 0.45 -0.36 -0.04
H 16.977260 14.186950 11.624600 -0.03 -0.14 -0.34
H 15.788660 15.261340 11.665460 0.27 -0.28 -0.09
C 17.011080 15.409240 17.795250 1.01 0.86 0.29
C 18.532590 15.235630 17.751970 0.85 -1.22 -0.45
C 19.404920 16.024100 18.748500 -0.45 0.74 -0.26
O 20.794500 15.864320 18.475380 0.70 1.08 0.52
C 21.703050 16.801790 19.159800 -0.23 -0.80 -0.56
N 18.891160 13.775970 17.859910 -0.30 1.36 0.54
H 16.610990 15.113640 18.765120 -0.19 -0.49 -0.13
H 16.599070 14.895270 16.926810 -0.19 -0.23 0.38
H 16.752870 16.463490 17.695260 0.00 0.11 -0.14
H 18.891800 15.478710 16.751980 -0.21 0.56 -0.06
H 19.243690 15.717280 19.781930 -0.42 -0.01 0.23
H 19.133210 17.070530 18.609710 0.01 0.40 0.32
H 21.931930 16.495560 20.180550 -0.36 -0.21 0.11
H 21.394440 17.847130 19.171240 -0.63 -0.10 -0.17
H 22.652510 16.794800 18.624470 -0.16 -0.29 -0.22
H 19.886780 13.874850 17.998000 0.70 -0.73 -0.40
H 18.618300 13.613320 18.818660 -0.42 -0.87 0.42